17
Properties=species:S:1:pos:R:3:forces:R:3:nbo_charge:R:1 method="wB97M-V/def2-TZVPD" e_tot_ev=-7862.92379 multiplicity=1 largest_force_ev_per_a=7.1 gap_ev=10.5 total_charge=+1 lumo_ev=-4.2 relative_energy_kj_mol=330.4
C 1.5854 -0.5555 1.0644 -0.276 -1.580 -1.501 -0.14
C 1.1403 -1.5842 0.3295 -0.069 2.591 0.961 -0.16
C 0.2635 0.0094 -1.8774 0.135 1.695 -1.637 0.08
C 0.1875 -0.4709 0.6907 3.418 -1.211 -2.541 0.18
C -1.0396 -0.7541 1.3776 0.020 2.322 2.851 -0.68
C -0.6001 1.7707 -0.5554 -1.929 6.639 -1.391 -0.47
N -0.0559 0.5744 -0.8056 0.550 -5.914 2.378 -0.28
H 2.4676 -0.1111 1.5051 -0.319 0.057 0.229 0.27
H 1.2513 -2.5294 -0.2056 0.049 0.399 0.476 0.27
H 0.1882 0.5314 -2.8575 -0.215 -0.193 0.756 0.22
H 0.7624 -0.9319 -1.9266 0.089 -0.739 0.465 0.21
H -0.8909 -1.6570 1.8688 0.047 -2.137 0.328 0.26
H -1.7764 -0.7781 0.6750 -2.597 -0.306 -1.432 0.24
H -1.2755 -0.1458 2.2791 -0.056 0.479 -1.038 0.25
H -1.7485 1.9962 -0.5076 1.851 -1.454 -0.283 0.28
H -0.2246 2.4314 -1.4395 -0.861 -0.421 1.658 0.23
H -0.2347 2.2045 0.3849 0.164 -0.226 -0.279 0.25